Computed, not measured: an isolated ion of composition C10H12N3O2 and charge +1 at a distorted geometry, with wB97M-V/def2-TZVPD.

```
27
Properties=species:S:1:pos:R:3:forces:R:3
C 0.0755 -2.1529 -2.5777 0.081 0.335 -0.473
C -0.2062 -0.8316 -2.7089 0.032 -0.298 0.275
C -0.3244 -2.8534 -1.4190 -0.130 0.517 0.121
C -0.9758 -0.0927 -1.6828 0.351 0.243 0.090
C -0.8947 -2.1939 -0.3481 -0.179 0.206 0.322
C -1.1601 -0.8244 -0.3958 -0.473 -0.058 -0.357
C 2.5613 1.0218 2.0962 0.528 -0.436 -0.019
C 1.9885 2.3699 1.8488 -0.083 0.541 -0.073
C -1.6691 -0.1097 0.7457 -0.844 -0.635 0.818
C 0.7999 0.7985 0.2600 0.334 -0.555 -1.173
N -2.3033 0.9826 0.5494 0.023 -0.170 -0.940
N 0.3157 1.6144 -0.5776 1.268 1.423 1.333
N 1.2939 1.1842 1.4481 -0.419 0.031 0.976
O -2.8184 1.6714 1.5318 -0.196 0.253 0.768
O -0.5251 1.2894 -1.5509 -0.750 -1.009 -1.112
H 0.6023 -2.6792 -3.3585 0.025 -0.035 -0.074
H 0.0867 -0.2647 -3.5793 0.001 0.031 -0.134
H -0.1428 -3.9154 -1.3561 0.016 -0.127 0.042
H -1.9812 0.0992 -2.1066 -0.023 -0.355 0.083
H -1.1237 -2.7364 0.5566 -0.006 -0.050 0.093
H 3.4032 0.6829 1.5041 0.026 0.156 -0.085
H 2.5175 0.6069 3.0945 -0.008 -0.002 0.017
H 1.5374 2.9061 2.6735 0.023 0.009 0.017
H 2.4075 3.0021 1.0766 0.089 -0.128 -0.088
H -1.5726 -0.5797 1.7293 0.029 0.122 -0.028
H 0.7682 -0.2947 0.1170 0.138 0.175 0.000
H -2.6602 1.2993 2.4295 0.146 -0.186 -0.400
```
Positions in Å, forces in eV/Å.

## Properties
* energy above the lowest of the compared OMol25 structures with the same formula, charge and spin: 128.83 kcal/mol
* total charge: +1

Results of the Mulliken charge analysis, in e, for atoms 1 through 6:
1 C -0.55
2 C -0.64
3 C -0.21
4 C 0.47
5 C -0.63
6 C 0.17